The following is a quantum chemistry calculation of a molecular structure, C24H34N4O2S in a non-equilibrium geometry, from OMol25.

The value obtained for the relative energy (zero: lowest compared OMol25 entry of this formula, charge and spin) is 539.1 kcal/mol. The HOMO energy is -8.0 eV. The orbital gap comes out at 8.444 eV.

Geometry as ORCA input:
```
! wB97M-V def2-TZVPD RIJCOSX def2/J DEFGRID3
* xyz 0 1
C 1.24 3.66 -5.21
H 0.28 3.74 -4.55
O 1.98 2.54 -4.46
C 3.14 2.18 -5.18
C 3.53 2.58 -6.55
C 4.87 2.24 -6.96
C 5.56 1.40 -6.25
C 5.10 0.60 -5.04
C 3.95 1.15 -4.53
N 3.25 0.80 -3.28
C 4.07 0.23 -2.07
N 3.15 -0.33 -1.29
C 3.28 -0.44 0.00
C 2.99 0.77 1.07
C 1.40 0.83 0.81
N 0.79 -0.05 1.51
C -0.72 0.00 1.79
O -1.30 0.88 1.36
N -1.02 -1.21 2.77
H -0.32 -1.75 2.93
C -2.40 -1.40 2.92
C -2.33 -2.42 3.95
C -3.86 -2.81 4.37
C -4.67 -2.94 3.08
C -4.60 -2.15 2.09
C -3.28 -1.64 1.79
H -3.32 -0.66 0.97
H -2.73 -2.56 1.30
C -5.23 -0.52 2.80
C -4.50 -0.32 4.13
C -2.93 -0.20 3.77
H -2.94 0.66 2.97
H -2.40 0.08 4.67
C -4.61 -1.58 4.92
H -5.59 -1.77 5.24
H -3.84 -1.47 6.09
H -4.90 0.32 4.56
H -5.18 0.45 2.30
H -6.27 -0.83 3.11
H -5.09 -2.00 1.23
H -5.90 -3.15 3.37
H -4.20 -3.75 2.55
H -3.96 -3.63 4.86
H -2.14 -3.33 3.30
H -1.80 -2.43 4.74
H 1.18 -0.79 2.18
C 0.87 1.06 -0.59
C 1.38 -0.15 -1.32
H 1.24 -1.25 -0.85
H 1.40 -0.17 -2.42
H 1.40 1.86 -1.01
H -0.08 0.94 -0.64
H 1.01 1.70 1.49
H 3.32 1.79 0.68
H 3.11 0.73 2.12
H 3.09 -1.21 0.69
H 4.49 -0.48 0.09
S 5.58 0.26 -1.95
H 2.42 1.13 -3.10
H 5.54 0.18 -4.22
H 6.39 0.70 -6.62
H 5.24 2.59 -7.77
H 3.14 3.34 -6.95
H 1.90 4.68 -5.48
H 0.84 3.30 -6.29
*
```

Here are the Löwdin charges for atoms 1 to 8, given in e: -0.051, 0.097, -0.151, -0.153, 0.030, -0.118, -0.089, -0.009